47
Properties=species:S:1:pos:R:3:mulliken_charge:R:1 method="wB97M-V/def2-TZVPD" e_above_lowest_kcal_mol=2.29 total_energy_ha=-5130.1474 spin_multiplicity=1 homo_lumo_gap_ev=6.07 total_charge=-2 e_homo_ev=-1.69
K -1.40652 -1.23922 0.21577 0.70
N -2.24774 -4.38083 4.41485 -0.48
C -2.14107 -3.33373 3.49771 0.32
S -2.83655 -3.58888 1.96458 -0.59
N -1.53619 -2.28584 4.02222 -1.01
N -1.46449 -1.21792 3.19707 0.58
C -0.95711 -0.17493 3.73555 -0.72
C -0.84902 1.10295 3.02964 0.76
C -0.39194 2.23033 3.71528 -0.72
C -0.31645 3.44373 3.05554 -0.21
C -0.69659 3.51276 1.72527 -0.69
C -1.13231 2.34486 1.11384 -0.18
N -1.21252 1.17582 1.74003 -0.08
H -2.33105 -5.28764 3.99108 0.22
H -1.59640 -4.29860 5.18107 0.26
H -0.62234 -0.21244 4.77302 0.21
H -0.09718 2.13689 4.75340 0.29
H 0.04068 4.32624 3.57336 0.41
H -0.64481 4.43496 1.16303 0.36
H -1.42912 2.34532 0.06898 0.39
O -3.28389 1.80877 -2.81722 -0.73
C -2.73963 0.73856 -3.05190 -0.03
N -2.29609 -0.18560 -2.15410 -0.37
C -1.72499 -1.22555 -2.82453 0.52
O -1.20461 -2.22106 -2.33143 -0.72
C -1.82595 -0.97900 -4.31878 0.14
C -1.40732 -1.70938 -5.40991 -0.38
C -1.64599 -1.17202 -6.67499 -0.37
C -2.27831 0.06077 -6.81927 -0.38
C -2.68900 0.78995 -5.70200 -0.31
C -2.45123 0.24267 -4.46003 0.18
H -0.90730 -2.66127 -5.27500 0.45
H -1.33233 -1.71173 -7.56131 0.36
H -2.44624 0.45590 -7.81475 0.36
H -3.17625 1.75334 -5.79789 0.45
F 6.64600 1.41946 2.78426 -0.34
C 5.65485 0.93405 2.00600 0.48
C 4.99330 1.75197 1.11428 0.04
F 5.35100 3.04949 1.02582 -0.33
C 3.98465 1.24243 0.31904 0.62
F 3.39735 2.10705 -0.52099 -0.31
C 3.57133 -0.09450 0.36228 -0.64
Se 2.20306 -0.76785 -0.73915 -0.50
C 4.27308 -0.88342 1.28142 0.58
F 3.98550 -2.18532 1.41586 -0.30
C 5.28452 -0.39243 2.08367 0.06
F 5.93315 -1.19911 2.94938 -0.33

15
Properties=species:S:1:pos:R:3:mulliken_charge:R:1 method="wB97M-V/def2-TZVPD" e_above_lowest_kcal_mol=66.24 total_energy_ha=-287.7269 spin_multiplicity=1 homo_lumo_gap_ev=9.61 total_charge=0 e_homo_ev=-8.93
C -0.56183 -0.01316 1.47840 -0.37
N 0.00214 -0.82819 0.68627 -0.42
C 1.29153 -0.39264 0.16817 0.81
C 1.57640 -0.45656 -1.15689 -0.87
C 2.32678 0.09485 1.17089 -1.31
H -1.35198 -0.38779 2.13234 0.25
H -0.03314 0.88293 1.81430 0.30
H 0.86036 -0.49870 -2.02147 0.25
H 2.61168 -0.32907 -1.44632 0.25
H 1.99818 -0.23313 2.13331 0.44
H 3.27377 -0.32230 0.83997 0.39
H 2.53951 1.16085 1.16736 0.28
O -3.74460 1.14017 -1.93216 -0.63
H -3.50767 0.28135 -1.54942 0.31
H -4.12558 0.76840 -2.74245 0.32

80
Properties=species:S:1:pos:R:3:mulliken_charge:R:1 method="wB97M-V/def2-TZVPD" e_above_lowest_kcal_mol=140.75 total_energy_ha=-2055.6316 spin_multiplicity=1 homo_lumo_gap_ev=3.10 total_charge=0 e_homo_ev=-5.09
C -2.56598 3.37548 1.69935 -1.70
C -1.25638 2.89499 1.32246 0.67
C -0.13779 3.64584 0.95920 -1.14
C 0.89286 2.75960 0.73016 -0.78
C 0.28780 1.33896 0.73340 2.09
B -1.99392 -1.45373 -2.73020 -0.54
C -0.02475 1.00468 -0.77034 1.49
C 0.73950 0.27728 -1.69890 -0.59
C 1.48083 1.05469 -2.60622 -1.04
C 1.13098 2.40594 -2.68597 -0.10
C 2.18728 3.44083 -2.97429 0.80
F 3.17474 3.01908 -3.81800 -0.30
F 1.70008 4.61752 -3.45777 -0.31
F 2.81961 3.74880 -1.77322 -0.26
C -0.14116 2.81815 -2.28107 -1.44
C -0.84712 1.92081 -1.46290 -0.82
O -1.95469 -1.56787 -1.36324 0.58
C -3.41638 -1.80747 -1.23328 1.19
C -3.49105 -3.32738 -1.34012 -1.87
C -3.98324 -1.42794 0.11384 -1.86
C -3.99476 -0.94269 -2.46204 2.10
C -4.91733 -1.64837 -3.42028 -1.79
C -4.58808 0.36926 -1.98684 -1.58
O -2.84565 -0.65957 -3.34849 -0.31
O -0.97703 1.58527 1.39539 -0.43
H -2.47128 3.82744 2.68998 0.36
H -2.84278 4.16386 0.99740 0.41
H -3.33392 2.60332 1.72370 0.30
H -0.13085 4.74085 0.84708 0.44
H 1.84947 2.94482 0.21986 0.58
H 0.58339 -0.79946 -1.84707 0.79
H 2.32227 0.66650 -3.17864 0.64
H -0.55460 3.77347 -2.56825 0.51
H -1.92630 1.91911 -1.37783 0.40
H -4.51640 -3.70924 -1.37446 0.36
H -2.91608 -3.72486 -2.18869 0.32
H -3.00084 -3.74322 -0.44517 0.48
H -5.05439 -1.69434 0.13013 0.40
H -3.52448 -2.00014 0.92682 0.47
H -3.91358 -0.37420 0.38875 0.26
H -5.88756 -1.91972 -2.99889 0.33
H -5.04921 -0.97051 -4.27215 0.45
H -4.42018 -2.53823 -3.81630 0.34
H -5.55118 0.20499 -1.48649 0.36
H -3.93808 0.91075 -1.29062 -0.07
H -4.76792 1.03144 -2.83747 0.46
C 0.34623 -3.67242 5.44128 -0.38
C -0.44476 -2.41646 5.07584 -0.56
C -0.19201 -2.26628 3.61341 0.86
C 0.65443 -3.33047 3.20042 0.28
O 1.02985 -4.16032 4.21868 -0.54
C 1.24658 -3.33856 1.92573 -1.56
C 1.07425 -2.19990 1.15768 0.17
C 0.46160 -1.04972 1.67158 -0.35
C 1.02746 0.34794 1.43466 0.34
C 2.45591 0.42110 0.93170 0.27
C 3.00582 -0.27222 -0.13934 -0.68
C 4.31838 0.03241 -0.49210 -0.20
C 5.01037 1.06666 0.17005 0.00
O 6.20249 1.39700 -0.37714 -0.56
C 6.39634 0.47691 -1.50059 -0.34
C 5.19784 -0.46709 -1.59312 -0.70
C 4.46109 1.77730 1.24203 -1.60
C 3.18296 1.42938 1.59346 -0.14
C -0.38146 -1.16422 2.78480 -1.07
H 1.12132 -3.48070 6.19598 0.30
H -0.31151 -4.47122 5.80067 0.26
H -1.51951 -2.52551 5.26695 0.28
H -0.06813 -1.54107 5.62428 0.25
H 1.85878 -4.17969 1.60642 0.45
H 1.47484 -2.20788 0.15069 0.29
H 1.06654 0.71536 2.47938 1.01
H 2.48471 -0.99187 -0.75479 0.98
H 6.49612 1.11271 -2.38515 0.31
H 7.32909 -0.05000 -1.28547 0.27
H 5.48190 -1.50951 -1.42341 0.27
H 4.72012 -0.43160 -2.57596 0.21
H 4.99491 2.58730 1.72760 0.41
H 2.70249 2.01436 2.37311 0.36
H -1.11891 -0.40654 3.05833 0.43

122
Properties=species:S:1:pos:R:3:mulliken_charge:R:1 method="wB97M-V/def2-TZVPD" total_energy_ha=-5772.0694 spin_multiplicity=2 s2=0.753 homo_lumo_gap_ev="5.98 / 6.77" total_charge=-1 e_homo_ev="-3.46 / -4.25"
Mg -0.75841 0.05233 1.96305 3.66
C -1.06305 4.64215 -0.68804 -0.96
C 0.41786 4.37052 -0.39678 0.46
C 1.24914 4.95211 -1.54741 -1.71
P 0.65213 2.55141 -0.01703 0.97
C 0.72753 1.97944 -1.77374 -3.75
N 0.50502 0.56791 -2.04108 0.67
Ge -0.02582 -0.75090 -0.69345 0.37
N -1.92758 -1.23684 -1.30811 0.06
C -3.13233 -0.85179 -0.57480 -1.90
P -2.99080 0.80690 0.22008 0.40
C -3.59912 1.91213 -1.15158 0.81
C -2.74358 1.65767 -2.39519 -1.79
C -5.07180 1.80910 -1.54492 -1.81
C -4.35932 0.82873 1.48061 1.51
C -5.61638 0.00859 1.19019 -1.68
C -4.66501 2.27922 1.86732 -1.38
C -2.12444 -1.98567 -2.42524 0.28
C -3.36605 -2.45893 -2.92030 -0.88
C -3.46656 -3.02351 -4.18260 -0.83
C -2.35207 -3.16833 -4.99560 -1.16
C -1.11062 -2.82197 -4.47383 0.06
C -0.99641 -2.31492 -3.19790 0.22
N 0.28903 -2.07775 -2.55526 1.38
C 1.14960 -1.26944 -3.41661 0.63
C 1.91870 -1.81963 -4.41680 -0.43
C 2.58618 -1.00148 -5.32405 -1.16
C 2.43837 0.37006 -5.21196 -0.84
C 1.70998 0.92753 -4.16789 -0.53
C 1.10097 0.11265 -3.19476 0.28
C 0.97530 -3.29482 -2.16988 -0.14
C 0.82429 -4.50773 -2.80229 0.37
C 1.66063 -5.57811 -2.49518 -1.29
C 2.67461 -5.37309 -1.57264 -0.83
C 2.80541 -4.16431 -0.90543 -0.67
C 1.89946 -3.09628 -1.12105 0.01
N 1.82649 -1.91897 -0.43795 0.23
C 2.71298 -1.80394 0.70765 -1.81
P 1.93398 -1.11574 2.23539 0.14
C 3.43495 -0.93218 3.33549 0.38
C 4.36338 -2.14255 3.42030 -1.65
C 4.25085 0.30992 2.97103 -1.16
C 1.03656 -2.60760 2.92678 1.64
C 0.88820 -2.47216 4.44277 -1.66
C 1.49414 -4.00658 2.51358 -1.42
C 2.43226 2.36942 0.57509 2.54
C 3.27424 1.49095 -0.35239 -0.79
C 3.20734 3.63568 0.93583 -2.08
H -1.20556 5.69981 -0.92894 0.59
H -1.70589 4.39114 0.15155 0.04
H -1.39191 4.06513 -1.55688 0.07
H 0.68497 4.88361 0.53068 0.58
H 0.85571 4.62545 -2.51159 0.27
H 2.30098 4.67953 -1.51101 0.23
H 1.18598 6.04374 -1.52965 0.47
H 1.69833 2.28136 -2.16443 0.89
H -0.00503 2.59851 -2.30364 1.22
H -3.38612 -1.56703 0.20951 0.47
H -3.97983 -0.80415 -1.25770 0.26
H -3.41027 2.92652 -0.78750 0.46
H -3.04214 0.72403 -2.87723 0.40
H -1.68877 1.55870 -2.16477 0.06
H -2.87492 2.46650 -3.12005 0.62
H -5.33316 0.79605 -1.85787 0.23
H -5.25564 2.46532 -2.40127 0.45
H -5.74988 2.10741 -0.74797 0.37
H -3.88485 0.36572 2.34283 -0.65
H -6.09251 0.27789 0.24743 0.23
H -6.34652 0.17436 1.98851 0.51
H -5.39274 -1.05782 1.17197 0.32
H -5.11443 2.84043 1.04616 0.24
H -3.75668 2.80262 2.17711 0.20
H -5.37106 2.29861 2.70172 0.50
H -4.25380 -2.38542 -2.31318 0.56
H -4.43746 -3.35368 -4.53380 0.36
H -2.43115 -3.56754 -5.99757 0.40
H -0.22321 -2.95468 -5.08043 0.51
H 2.00170 -2.89735 -4.49006 0.54
H 3.18711 -1.43809 -6.11032 0.41
H 2.90549 1.02632 -5.93682 0.38
H 1.61862 2.00117 -4.10727 0.50
H 0.05280 -4.63912 -3.54909 0.54
H 1.53322 -6.52838 -2.99527 0.38
H 3.38196 -6.16654 -1.35965 0.38
H 3.62281 -4.05088 -0.21053 0.50
H 3.58536 -1.17165 0.48914 0.29
H 3.11091 -2.77021 1.00133 0.45
H 3.00566 -0.75995 4.32721 0.50
H 4.79753 -2.38594 2.44832 0.22
H 3.85394 -3.02615 3.79638 0.31
H 5.19164 -1.92290 4.10131 0.50
H 4.68155 0.22325 1.97077 0.25
H 5.08008 0.43181 3.67358 0.50
H 3.65196 1.21621 3.00671 0.12
H 0.02913 -2.50047 2.51561 -0.61
H 1.83454 -2.66015 4.95801 0.29
H 0.15869 -3.20046 4.80388 0.48
H 0.52674 -1.47791 4.71818 0.15
H 2.51000 -4.24205 2.83259 0.15
H 1.43598 -4.15414 1.43608 0.29
H 0.82727 -4.74000 2.97628 0.51
H 2.28964 1.82225 1.50602 -2.42
H 3.55094 2.02989 -1.26149 0.43
H 2.76570 0.57423 -0.65650 -0.18
H 4.20562 1.21450 0.14871 0.47
H 3.49571 4.20409 0.05372 0.41
H 4.13065 3.34895 1.44818 0.51
H 2.65479 4.29549 1.60612 0.39
O -1.47739 3.84727 2.63317 -0.78
H -0.81029 3.34377 2.14742 -0.12
H -1.59288 3.32225 3.44163 0.44
Cl -2.24966 -1.72456 2.57603 -0.55
C -2.35602 0.94373 4.99023 -0.35
O -1.25985 1.75514 4.62440 -0.33
C -0.31581 1.14345 3.77012 -1.41
C 0.95694 1.91887 3.98714 0.04
H -2.04559 0.19748 5.72673 0.22
H -2.77206 0.41494 4.13165 0.05
H -3.10948 1.59564 5.43391 0.29
H 1.50926 1.55945 4.87206 0.25
H 0.75918 2.98455 4.15653 0.43
H 1.62320 1.82089 3.13242 -0.47